Entry from the Open Molecules 2025 dataset: one molecule with the formula C2H6N2 in a non-equilibrium geometry (wB97M-V/def2-TZVPD).

Results
- E_LUMO: 0.035 Eh
- Energy above the lowest of the compared OMol25 structures with the same formula, charge and spin: 0.479 eV
- SMILES string: [H]/N=C(/C)N

Cartesian coordinates (Å):
C -0.97 0.81 -0.01
C 0.00 -0.34 0.04
H -1.58 0.73 0.86
H -0.51 1.81 -0.06
H -1.63 0.72 -0.87
H 1.69 0.85 -0.01
H 2.04 -0.79 -0.04
H 0.18 -2.20 0.06
N 1.33 -0.08 0.03
N -0.55 -1.50 0.00